{
  "formula": "C20H21NO6",
  "method": "ωB97M-V with the def2-TZVPD basis set",
  "species": ["C", "C", "O", "C", "O", "C", "C", "C", "C", "C", "C", "O", "C", "C", "C", "C", "C", "C", "C", "C", "C", "C", "C", "O", "N", "O", "O", "H", "H", "H", "H", "H", "H", "H", "H", "H", "H", "H", "H", "H", "H", "H", "H", "H", "H", "H", "H", "H"],
  "xyz": [[1.63571, 3.27231, 0.75499], [2.38130, 2.01414, 0.40161], [2.48804, 1.09705, 1.56976], [3.57413, 0.32365, 1.52426], [4.32700, 0.26079, 0.58005], [3.48253, -0.61250, 2.74076], [4.75329, -1.07991, 3.51475], [5.71353, 0.03358, 3.85831], [6.22258, 0.78295, 2.78857], [7.22103, 1.71804, 2.96936], [7.81744, 1.90743, 4.24244], [8.89279, 2.73348, 4.33650], [9.68782, 2.63357, 5.55395], [7.24558, 1.22582, 5.34899], [6.19969, 0.32879, 5.14978], [4.65444, -2.12859, 4.63631], [5.76783, -2.56784, 5.39877], [5.69083, -3.65645, 6.25278], [4.46183, -4.32969, 6.33264], [3.33446, -3.90952, 5.60904], [3.43111, -2.78340, 4.80382], [2.24552, -4.88531, 5.84398], [2.89128, -5.89355, 6.80179], [4.25815, -5.46613, 7.05220], [2.61464, -1.72421, 1.89943], [1.95850, -2.61488, 2.45546], [2.43228, -1.45470, 0.70225], [1.57583, 3.80251, -0.18674], [0.62758, 3.12925, 1.14344], [2.21941, 3.87626, 1.44706], [1.92329, 1.46275, -0.42341], [3.41495, 2.24638, 0.16167], [2.85445, -0.18782, 3.50640], [4.97964, -1.50531, 2.56468], [5.88486, 0.56381, 1.78357], [7.62731, 2.24605, 2.10179], [10.57604, 3.23302, 5.37215], [9.14134, 3.05936, 6.41440], [9.98445, 1.59301, 5.76968], [7.69566, 1.36458, 6.34101], [5.86078, -0.18278, 6.04394], [6.73426, -2.08450, 5.29983], [6.52963, -4.06873, 6.80262], [2.57018, -2.47821, 4.22545], [1.38513, -4.40464, 6.30418], [1.92516, -5.37716, 4.92774], [2.93834, -6.90598, 6.39188], [2.38013, -5.95236, 7.76785]],
  "lowdin_charge": [-0.066, -0.168, 0.009, -0.508, 0.096, 0.003, -0.153, -0.162, -0.025, 0.013, -0.273, -0.090, -0.062, -0.013, -0.039, -0.142, -0.043, 0.015, -0.230, -0.145, 0.024, -0.095, -0.126, -0.020, -0.230, 0.050, 0.084, 0.078, 0.081, 0.081, 0.134, 0.118, 0.157, 0.140, 0.097, 0.122, 0.086, 0.092, 0.099, 0.104, 0.110, 0.111, 0.117, 0.084, 0.120, 0.122, 0.120, 0.120],
  "relative_energy_ev": 7.4522,
  "smiles": "CCOC(=O)[C@H]([C@@H](c1ccc(OC)cc1)c1ccc2c(c1)CCO2)[N+](=O)[O-]",
  "homo_energy_ev": -8.01,
  "max_force_ev_per_a": 3.20
}